Record 1
Formula: C14H8BF4N2O4ReS
Source: OMol25
Level of theory: wB97M-V/def2-TZVPD

## Properties
- Kohn-Sham gap (spin up / spin down) (eV) = 6.44 / 6.88
- charge = +1
- multiplicity = 2
- E_tot (Eh) = -1849.55877
- HOMO (spin up / spin down) (eV) = -12.62 / -12.67
- ⟨S²⟩ = 0.7591
- ΔE to the lowest compared entry with this formula, charge and spin (kJ/mol) = 95.6
- lowest unoccupied orbital energy (spin up / spin down) (Ha) = -0.2271 / -0.2128

Cartesian coordinates (Å):
Re: -0.00037 0.20016 -0.49908
O: -3.44927 2.12546 -1.53088
C: -2.32037 1.77076 -1.36468
O: -1.88897 0.54906 -1.26478
C: -1.14447 2.76706 -1.35288
C: -1.16837 4.08796 -1.77218
C: 0.05023 4.74356 -1.91758
C: 1.24673 4.06896 -1.67858
C: 1.17533 2.74826 -1.26808
N: -0.00137 2.16016 -1.07118
C: 2.31233 1.73426 -1.11058
O: 3.46553 2.03086 -1.05058
O: 1.80643 0.51486 -1.08008
H: -2.11077 4.55646 -2.01088
H: 0.07673 5.76216 -2.27248
H: 2.20733 4.53546 -1.83268
F: -0.27687 0.43246 3.55182
B: -0.41857 1.30846 2.60692
F: 0.62403 1.52256 1.78582
F: -1.40267 2.15306 2.56602
F: -1.11407 -0.03984 1.09442
S: -0.49727 -4.19434 -1.57988
C: -0.28297 -2.51914 -1.70528
N: 0.04213 -1.88754 -0.59948
C: 0.18893 -2.76304 0.45752
C: 0.58023 -2.45864 1.76192
C: 0.64413 -3.48134 2.69032
C: 0.33403 -4.79604 2.34052
C: -0.03137 -5.12054 1.04632
C: -0.09217 -4.09794 0.11152
H: -0.42387 -2.00314 -2.63938
H: 0.81593 -1.44124 2.03702
H: 0.94303 -3.25584 3.70252
H: 0.38023 -5.57884 3.08172
H: -0.26937 -6.13444 0.76682

Cartesian forces, eV/Å:
Re -2.76 -1.10 -0.68
O 0.10 -0.24 0.03
C 0.04 2.16 -0.04
O 1.99 -2.01 0.14
C -0.96 -0.07 -0.22
C 0.20 -0.27 0.08
C -0.07 -0.16 0.05
C 0.08 -0.46 0.12
C 0.50 0.28 -0.02
N 0.60 0.93 0.18
C 0.85 3.01 -0.11
O -0.57 -0.52 -0.11
O -1.74 -2.00 0.77
H -0.07 -0.01 0.00
H -0.01 0.11 0.03
H 0.07 0.00 -0.02
F 0.01 -0.65 0.64
B 0.39 0.23 -0.19
F 0.62 0.28 0.13
F -0.67 0.46 -0.05
F 1.32 0.29 -1.15
S 0.22 0.39 0.23
C -0.21 -0.32 -0.10
N 0.11 0.27 -0.06
C 0.11 -1.13 0.66
C -0.10 -0.05 -0.10
C 0.04 0.28 -0.17
C -0.10 -0.14 -0.32
C 0.02 -0.02 0.17
C 0.03 0.46 -0.08
H -0.14 0.09 -0.12
H 0.05 0.04 0.12
H 0.01 0.02 0.06
H 0.03 -0.02 0.08
H 0.01 -0.12 0.02

Record 2
Formula: C14H8ClO4PtS
Source: OMol25
Level of theory: wB97M-V/def2-TZVPD

## Properties
- Kohn-Sham gap (spin up / spin down) (eV) = 6.57 / 6.93
- charge = -1
- multiplicity = 3
- E_tot (Eh) = -1817.02006
- HOMO (spin up / spin down) (eV) = -4.05 / -4.93
- ⟨S²⟩ = 2.0101
- lowest unoccupied orbital energy (spin up / spin down) (Ha) = 0.0926 / 0.0735

Cartesian coordinates (Å):
Pt: 0.19425 -0.50946 -1.15664
O: -3.51415 -1.82299 -2.46993
C: -2.66346 -1.49196 -1.65020
O: -1.82527 -0.54335 -1.82511
C: -2.69747 -2.19017 -0.28931
C: -3.97970 -2.46847 0.18519
C: -4.19978 -3.08452 1.40370
C: -3.10931 -3.46596 2.17607
C: -1.83002 -3.21606 1.71803
C: -1.59485 -2.57455 0.49471
S: 0.10947 -2.40075 0.05946
H: -4.80843 -2.19090 -0.45242
H: -5.21084 -3.27231 1.74349
H: -3.25377 -3.95496 3.13223
H: -0.97743 -3.51387 2.31569
Cl: 5.14249 4.92552 0.36423
C: 3.78107 3.88461 0.03579
C: 2.47763 4.37401 0.22401
C: 1.40114 3.57533 -0.02887
C: 1.53596 2.22603 -0.48942
O: 0.46289 1.56846 -0.69494
C: 2.87408 1.75621 -0.67287
C: 3.22129 0.44288 -1.14794
O: 2.48654 -0.49317 -1.45286
C: 3.96767 2.60849 -0.40193
H: 2.33759 5.38959 0.57174
H: 0.39218 3.93839 0.11278
H: 4.31004 0.27850 -1.25236
H: 4.97017 2.22542 -0.55231

Cartesian forces, eV/Å:
Pt 0.07 0.04 0.12
O -0.01 -0.01 0.03
C -0.18 -0.22 0.17
O 0.19 0.31 -0.10
C 0.09 -0.05 0.01
C 0.00 0.01 -0.02
C 0.05 -0.01 0.02
C -0.06 0.02 -0.03
C -0.02 0.00 0.01
C -0.14 -0.01 0.00
S -0.05 -0.12 -0.08
H -0.01 0.00 0.00
H 0.00 0.00 0.01
H 0.00 0.00 0.00
H 0.03 0.01 -0.02
Cl 0.07 0.04 0.02
C 0.00 -0.08 -0.02
C -0.06 -0.01 -0.01
C 0.06 0.07 0.02
C -0.05 0.01 0.06
O -0.02 -0.10 -0.23
C 0.00 -0.01 0.00
C -0.05 -0.11 -0.06
O 0.12 0.22 0.10
C -0.02 0.00 -0.01
H 0.00 0.01 0.00
H -0.01 0.00 0.00
H -0.01 0.00 0.01
H 0.02 0.02 0.01

Record 3
Formula: C14H9AuBrNO6
Source: OMol25
Level of theory: wB97M-V/def2-TZVPD

## Properties
- Kohn-Sham gap (spin up / spin down) (eV) = 8.48 / 5.92
- charge = +2
- multiplicity = 3
- E_tot (Eh) = -3754.10993
- HOMO (spin up / spin down) (eV) = -16.23 / -16.29
- ⟨S²⟩ = 2.0246
- lowest unoccupied orbital energy (spin up / spin down) (Ha) = -0.2847 / -0.3811

Cartesian coordinates (Å):
Au: 1.37558 0.32177 0.47566
O: 0.86738 -3.91027 1.28822
C: 1.02608 -2.61697 1.11085
O: 1.66523 -2.15750 0.18247
C: 0.37989 -1.77851 2.14266
C: -0.24468 -2.41226 3.18516
C: -1.14017 -1.73518 3.97165
C: -1.45734 -0.44483 3.63819
C: -0.66089 0.20364 2.67371
N: 0.20892 -0.48736 1.92650
C: -0.76302 1.70289 2.34714
O: -1.74164 2.43453 2.87755
O: 0.12477 2.19357 1.67788
H: 1.48513 -4.38443 0.70765
H: -0.09690 -3.50343 3.37259
H: -1.76147 -2.29743 4.68736
H: -2.27208 0.09751 4.04175
H: -2.46920 1.90770 3.24308
Br: 2.48565 -0.71466 -3.52567
C: 1.07526 0.37826 -3.48822
C: -0.05000 0.10199 -4.31596
C: -1.20623 0.84666 -4.25864
C: -1.30502 1.86347 -3.25749
C: -0.12839 2.21812 -2.50271
C: 1.01353 1.47014 -2.52689
C: 2.29819 1.79174 -1.89054
O: 3.01041 2.59178 -2.38202
O: 2.64399 1.05749 -0.76915
H: 0.07111 -0.75858 -4.95810
H: -2.07976 0.61792 -4.84006
H: -2.23283 2.31025 -2.95464
H: -0.12152 3.09200 -1.88001

Cartesian forces, eV/Å:
Au -0.31 0.03 0.26
O 0.12 0.32 0.28
C 1.02 -0.32 -0.43
O -0.08 0.80 -0.14
C -0.96 -1.29 0.45
C 0.36 -1.94 0.77
C -1.60 -0.62 0.47
C 1.39 1.01 -1.14
C -0.92 0.04 0.17
N -0.16 0.73 0.13
C 0.37 -0.28 0.35
O 0.67 -0.59 -0.65
O -0.56 -0.09 -0.06
H -0.12 -0.17 -0.19
H 0.00 1.17 -0.35
H 0.57 0.45 -0.15
H -0.54 0.20 0.81
H 0.14 0.14 0.05
Br 0.73 -0.48 -0.25
C -1.50 0.78 0.86
C -0.03 -0.02 -0.34
C 0.24 0.38 1.26
C 1.90 -0.73 0.11
C -0.39 -0.20 -0.08
C -0.70 -0.91 -1.79
C 0.67 -0.75 2.70
O 0.69 0.55 -0.38
O 0.02 1.36 -2.05
H -0.32 0.06 -0.29
H -0.06 -0.20 -0.30
H -0.34 0.30 -0.40
H -0.32 0.28 0.32

Record 4
Formula: C14H9N6O3
Source: OMol25
Level of theory: wB97M-V/def2-TZVPD

## Properties
- Kohn-Sham gap (eV) = 4.92
- charge = -1
- E_tot (Eh) = -1093.03864
- HOMO (eV) = -3.73
- lowest unoccupied orbital energy (Ha) = 0.0436

Cartesian coordinates (Å):
C: -2.49144 -0.79030 2.48619
C: -3.45300 0.19241 2.70403
N: -4.30860 0.98363 2.87231
C: -1.12160 -0.51703 2.70020
C: -0.16339 -1.57186 2.70480
C: 1.18444 -1.29487 2.81866
C: 1.63052 0.03358 2.91988
C: 3.03494 0.31314 2.98395
N: 4.18453 0.53013 3.03472
C: 0.70055 1.08298 2.96482
C: -0.65805 0.82205 2.87429
H: -2.81240 -1.83068 2.38857
H: -0.52192 -2.59965 2.61312
H: 1.91259 -2.10445 2.82546
H: 1.05156 2.11112 3.06970
H: -1.38333 1.64058 2.91345
C: -3.01302 2.15563 -2.25504
O: -1.97816 1.19839 -2.58944
C: -2.05091 0.06779 -1.88322
N: -1.19568 -0.89926 -2.24219
C: -1.32085 -2.02711 -1.56464
N: -0.49585 -3.13357 -1.58493
O: -0.94945 -3.93740 -0.56449
N: -2.13847 -3.32987 0.09983
O: -2.62319 -3.90948 1.05469
C: -2.35792 -2.15788 -0.55674
C: -3.12459 -1.05950 -0.18848
N: -2.97089 0.04917 -0.90828
H: -2.77455 3.01884 -2.86790
H: -4.00397 1.76433 -2.51375
H: -2.99488 2.40812 -1.18850
H: -3.87232 -1.15012 0.59890

Cartesian forces, eV/Å:
C 0.33 -0.61 0.05
C -1.82 1.13 0.26
N 1.33 -1.07 -0.33
C 0.01 0.19 -0.15
C 0.14 0.28 -0.03
C -0.27 -0.09 -0.09
C 0.33 0.01 0.08
C 1.78 0.29 0.12
N -1.98 -0.35 -0.08
C -0.59 0.03 -0.02
C 0.58 -0.09 0.00
H 0.02 0.39 0.29
H 0.16 0.26 0.02
H -0.13 0.17 -0.04
H -0.06 -0.29 -0.03
H 0.27 -0.32 -0.04
C 0.26 0.15 -0.11
O -0.52 -0.01 0.38
C 1.18 -1.33 -0.55
N -0.45 1.68 -0.73
C 0.62 -2.41 1.52
N -1.88 2.29 0.36
O -1.70 0.71 0.46
N 1.10 0.24 -1.04
O 0.25 0.42 -0.72
C 2.21 -2.28 0.33
C -0.59 1.03 -0.25
N -0.86 -0.87 1.19
H -0.04 0.08 -0.02
H 0.26 0.06 0.08
H 0.02 -0.05 -0.37
H 0.04 0.38 -0.56

Record 5
Formula: C15H10IN6O5PtS
Source: OMol25
Level of theory: wB97M-V/def2-TZVPD

## Properties
- Kohn-Sham gap (spin up / spin down) (eV) = 7.29 / 5.14
- charge = +1
- multiplicity = 5
- E_tot (Eh) = -2097.17371
- HOMO (spin up / spin down) (eV) = -11.43 / -11.85
- ⟨S²⟩ = 6.0330
- ΔE to the lowest compared entry with this formula, charge and spin (kJ/mol) = 9.4
- lowest unoccupied orbital energy (spin up / spin down) (Ha) = -0.1521 / -0.2467

Cartesian coordinates (Å):
Pt: 0.93721 -0.18087 0.27276
N: 3.22057 -3.03804 2.53750
C: 2.44407 -2.00334 2.20392
S: 3.05321 -0.90933 0.93851
N: 1.33966 -1.78308 2.86295
N: 0.64697 -0.72920 2.34500
C: -0.07148 0.00194 3.09619
C: -0.58055 1.25369 2.50352
C: -1.50227 2.05465 3.14526
C: -1.87128 3.25560 2.54958
C: -1.28686 3.61924 1.35171
C: -0.36406 2.75986 0.76846
N: -0.02644 1.60268 1.32637
H: 4.09971 -3.19991 2.07926
H: 2.91230 -3.67371 3.25570
H: -0.21289 -0.22984 4.14738
H: -1.92226 1.74320 4.09204
H: -2.60049 3.89821 3.02363
H: -1.53354 4.55219 0.86580
H: 0.11188 2.99894 -0.17337
O: 1.19016 -3.41099 -5.21765
C: 1.19857 -2.82167 -4.18406
C: 1.39962 -1.30729 -3.99039
O: 1.41516 -0.44961 -4.82939
C: 1.43015 -1.07164 -2.51565
C: 1.07510 -2.27764 -1.81256
O: 0.84619 -2.30911 -0.58528
C: 1.02003 -3.43492 -2.77741
O: 0.86315 -4.58635 -2.50075
O: 1.62821 0.02929 -1.94561
I: -4.88441 1.86074 -0.87707
C: -2.95176 1.25329 -1.20620
C: -2.07098 1.73068 -2.15573
N: -0.91556 1.07331 -1.98177
N: -0.99494 0.17380 -0.98007
C: -2.23298 0.28421 -0.50421
H: -2.19695 2.46143 -2.93684
H: -0.05074 1.15002 -2.50288
H: -2.56152 -0.34044 0.31135

Cartesian forces, eV/Å:
Pt 0.29 -0.15 -0.06
N 0.06 0.04 -0.08
C -0.05 -0.10 0.24
S -0.09 0.00 -0.02
N 0.00 0.15 -0.29
N -0.14 -0.13 0.19
C -0.06 0.22 -0.01
C 0.11 -0.20 0.05
C -0.07 0.08 0.02
C -0.02 -0.02 0.05
C 0.04 -0.01 -0.05
C -0.06 -0.02 0.06
N 0.02 0.16 -0.02
H -0.02 0.00 0.00
H 0.00 0.00 0.00
H 0.01 0.01 0.00
H 0.00 0.01 0.00
H 0.00 0.00 0.00
H 0.00 0.00 -0.01
H 0.02 0.01 0.01
O -0.05 -0.02 -0.03
C 0.19 -0.01 0.00
C -0.14 0.07 0.12
O 0.07 -0.04 -0.10
C 0.06 0.05 0.04
C 0.02 -0.04 -0.08
O 0.04 -0.16 -0.06
C -0.11 0.17 0.11
O -0.01 -0.08 -0.04
O -0.10 0.05 -0.16
I -0.06 0.01 0.01
C 0.02 0.02 -0.04
C 0.04 -0.03 -0.03
N -0.03 -0.04 0.04
N -0.02 0.17 0.05
C 0.03 -0.17 0.05
H 0.00 0.01 0.00
H 0.01 -0.02 0.01
H 0.02 0.02 0.02

Record 6
Formula: C15H10IrNS4Sb
Source: OMol25
Level of theory: wB97M-V/def2-TZVPD

## Properties
- Kohn-Sham gap (spin up / spin down) (eV) = 4.94 / 5.29
- charge = -1
- multiplicity = 5
- E_tot (Eh) = -2569.75091
- HOMO (spin up / spin down) (eV) = -3.60 / -4.51
- ⟨S²⟩ = 6.0237
- lowest unoccupied orbital energy (spin up / spin down) (Ha) = 0.0491 / 0.0285

Cartesian coordinates (Å):
Ir: -0.54190 -0.08114 1.62685
C: 3.45857 1.09313 2.77001
C: 4.06993 1.21089 1.53299
C: 3.36419 0.96175 0.37311
C: 2.01364 0.58436 0.41935
C: 1.39569 0.46646 1.69623
C: 2.11760 0.71932 2.84151
C: 1.18887 0.30267 -0.72282
C: 1.58320 0.35530 -2.05927
C: 0.70952 0.06532 -3.07595
C: -0.62994 -0.29777 -2.76872
C: -1.57721 -0.60667 -3.74669
C: -2.87388 -0.95592 -3.39965
C: -3.24230 -1.00125 -2.06492
C: -2.32141 -0.69935 -1.07800
C: -1.00462 -0.34310 -1.39495
N: -0.11554 -0.05040 -0.41080
H: 4.01495 1.28908 3.67508
H: 5.11020 1.50038 1.47027
H: 3.85831 1.05866 -0.58315
H: 1.64785 0.62964 3.81066
H: 2.59957 0.63088 -2.29058
H: 1.02289 0.10818 -4.10937
H: -1.28333 -0.56953 -4.78827
H: -3.59479 -1.19214 -4.16926
H: -4.25005 -1.27213 -1.78317
H: -2.61546 -0.73653 -0.03575
S: -4.90122 -1.26418 2.62100
Sb: -2.98827 -0.67646 3.75845
S: -1.99811 1.36800 2.84506
S: -1.05810 -1.97267 2.99077
S: -3.15887 -0.62477 6.04998

Cartesian forces, eV/Å:
Ir -2.16 -0.48 2.84
C -0.51 -0.14 0.11
C 0.28 0.07 -0.13
C -0.50 -0.16 -0.53
C 0.96 0.34 1.68
C 0.56 0.12 -0.87
C 1.02 0.31 0.38
C -2.74 -0.76 0.30
C 0.10 -0.01 -0.91
C -0.19 -0.02 0.66
C 0.53 0.17 0.44
C -0.96 -0.28 -0.27
C 0.92 0.22 -0.89
C 0.39 0.15 1.05
C -0.74 -0.21 0.01
C 0.08 -0.02 -0.94
N 1.89 0.48 -1.23
H 0.09 0.03 0.08
H 0.05 0.01 -0.02
H 0.17 0.04 -0.09
H -0.11 -0.03 0.06
H 0.11 0.03 -0.02
H 0.05 0.01 -0.07
H 0.01 0.00 -0.04
H -0.01 -0.01 -0.07
H -0.01 0.00 0.07
H -0.06 -0.01 0.08
S 0.80 0.23 0.09
Sb -1.08 -0.28 0.52
S 0.58 -0.65 -0.72
S 0.17 0.79 -0.79
S 0.32 0.06 -0.77